No. 1
69
Properties=species:S:1:pos:R:3:lowdin_charge:R:1 method="wB97M-V/def2-TZVPD" lumo_energy_ev=-1.76 smiles="CCCCNc1c(CCCCO)c(F)c2nsnc2c1S.CCOC(C)=O.CCOC(C)=O" homo_ev=-8.49 total_energy_ha=-2296.0821 gap_ha=0.2472
C 0.59480 2.24202 5.63565 -0.160
C 0.52631 2.53733 4.00307 -0.248
C 1.78116 1.85190 3.16598 -0.201
C 1.33885 0.51996 2.31357 -0.236
N 0.25956 0.75190 1.27928 -0.050
C 0.74771 0.54940 -0.13845 -0.126
C 1.39344 -0.85156 -0.74124 -0.021
C 1.54240 -2.20400 0.20103 -0.160
C 0.02897 -2.89878 0.22044 -0.182
C -0.76683 -2.67423 1.63983 -0.156
C -2.40292 -2.50003 1.37338 -0.237
O -2.87341 -1.11373 1.52204 -0.147
C 1.93052 -0.99699 -2.31439 0.007
F 2.54156 -2.27908 -2.81883 -0.088
C 1.79575 0.25967 -3.37020 -0.191
N 2.22895 0.25074 -4.84601 -0.239
S 1.72191 1.89728 -5.28458 0.876
N 1.06791 2.67923 -3.85330 -0.261
C 1.12682 1.63863 -2.75687 -0.233
C 0.61183 1.80395 -1.20207 -0.394
S -0.18935 3.39574 -0.51238 0.617
H -0.38161 2.69573 6.10915 0.072
H 0.60911 1.09015 5.88496 0.076
H 1.52513 2.75948 6.13991 0.078
H 0.58331 3.70704 3.83150 0.110
H -0.45844 2.05318 3.54647 0.108
H 2.53936 1.46752 4.00404 0.114
H 2.38377 2.60997 2.50597 0.110
H 1.03219 -0.30023 3.10503 0.120
H 2.29995 0.12944 1.73819 0.120
H -0.60297 0.19126 1.45463 0.093
H 1.96910 -1.99229 1.27267 0.102
H 2.34074 -2.90510 -0.33459 0.117
H 0.18271 -4.04038 -0.05820 0.125
H -0.62662 -2.40292 -0.62736 0.117
H -0.66533 -3.68593 2.25240 0.121
H -0.34562 -1.80716 2.30360 0.087
H -2.59293 -2.86000 0.27613 0.109
H -2.94731 -3.15302 2.19608 0.122
H -3.71103 -0.94215 0.98664 0.108
H -1.58489 3.09393 -0.58712 -0.108
O -3.99449 -4.55879 0.26288 0.054
C -5.14388 -4.50053 0.69460 -0.498
O -5.38112 -4.60106 2.02071 -0.009
C -6.65638 -4.35598 2.63916 -0.227
C -7.52127 -5.60080 2.59993 -0.067
C -6.30270 -4.41189 -0.24979 0.009
H -7.14972 -3.48596 2.19592 0.115
H -6.45017 -4.09671 3.68306 0.126
H -7.74085 -5.90695 1.57414 0.068
H -8.46752 -5.42930 3.12095 0.084
H -7.00531 -6.43812 3.07764 0.086
H -6.55734 -5.41396 -0.60582 0.102
H -6.00789 -3.79034 -1.10194 0.097
H -7.18440 -3.93874 0.17958 0.071
O 6.78139 6.56426 -5.81737 0.077
C 6.26446 5.63827 -5.19591 -0.507
O 4.93095 5.43231 -5.26143 -0.004
C 4.26025 4.27515 -4.73231 -0.252
C 3.95072 4.45949 -3.25944 -0.065
C 7.09120 4.78467 -4.28461 0.001
H 4.82961 3.36266 -4.93226 0.113
H 3.32009 4.18124 -5.28616 0.075
H 4.86200 4.57323 -2.66715 0.070
H 3.39044 3.60324 -2.87320 0.056
H 3.35696 5.36464 -3.10553 0.090
H 7.19959 5.28544 -3.31859 0.099
H 8.08034 4.65362 -4.73607 0.095
H 6.69047 3.78304 -4.13705 0.069

No. 2
15
Properties=species:S:1:pos:R:3:lowdin_charge:R:1 method="wB97M-V/def2-TZVPD" lumo_energy_ev=-5.00 total_charge=+1 homo_ev=-10.31 total_energy_ha=-412.6786 gap_ha=0.1950
C 0.13653 1.12583 0.66613 -0.244
C -0.56939 1.88858 -0.42800 -0.067
H 0.48055 1.78834 1.46930 0.118
H -0.49737 0.35065 1.10991 0.120
H 0.12311 2.57206 -0.93708 0.076
H -1.38437 2.47586 0.01671 0.091
H -0.99481 1.19717 -1.16749 0.088
O 2.57244 -1.20583 -0.26345 -0.361
Sr 3.73246 0.61440 -0.10543 1.799
O 1.30766 0.45345 0.15150 -0.348
C 1.36216 -0.93810 -0.06043 -0.262
O -0.37014 -2.37296 -0.25550 -0.137
C -1.64958 -2.53622 -0.28468 -0.032
H -1.98865 -3.59000 -0.21734 0.082
H -2.26059 -1.82322 0.30587 0.076

No. 3
18
Properties=species:S:1:pos:R:3:lowdin_charge:R:1 method="wB97M-V/def2-TZVPD" lumo_energy_ev=1.05 smiles=C[C@H]1CN1CCO homo_ev=-9.08 total_energy_ha=-327.0433 gap_ha=0.3723
C 1.65499 0.58760 -1.22547 -0.052
C 0.92554 -0.37946 -0.33615 -0.378
C 1.41864 -0.82355 0.98512 -0.098
N 0.35373 0.17220 0.86924 -0.082
C -1.05484 -0.15446 1.12195 -0.164
C -1.96518 -0.04322 -0.13055 -0.252
O -2.14010 1.31984 -0.47657 -0.069
H 0.94711 1.08330 -1.90212 0.071
H 2.41264 0.08315 -1.83117 0.075
H 2.13261 1.35737 -0.61157 0.084
H 0.27370 -1.08918 -0.84345 0.124
H 2.36882 -0.43968 1.35805 0.105
H 1.20383 -1.84899 1.29743 0.107
H -1.15149 -1.08937 1.69697 0.117
H -1.45449 0.63990 1.75824 0.112
H -1.66943 -0.59895 -1.03837 0.107
H -2.95883 -0.42289 0.12556 0.116
H -1.29726 1.64640 -0.81716 0.078

No. 4
44
Properties=species:S:1:pos:R:3:lowdin_charge:R:1 method="wB97M-V/def2-TZVPD" lumo_energy_ev=-2.08 total_charge=+1 homo_ev=-11.63 total_energy_ha=-917.2445 gap_ha=0.3508
O 0.11624 0.31975 -0.40178 0.117
H -0.19657 -0.40848 0.21914 0.076
H 0.65142 1.02715 0.04240 0.072
H 0.92775 -0.04118 -1.08845 0.183
N -3.96126 -0.19243 0.05623 -0.050
C -3.62837 1.09545 0.51971 -0.094
C -2.71292 1.59132 -0.39187 -0.067
C -2.58296 0.59049 -1.52260 -0.079
C -3.36562 -0.50723 -1.23499 -0.106
H -4.66306 -0.71991 0.55299 0.154
H -4.18375 1.56252 1.34790 0.129
H -2.03218 2.39251 -0.36929 0.066
H -2.01005 0.82289 -2.47291 0.122
H -3.82950 -1.27507 -1.78929 0.107
N 0.66049 2.84765 1.67810 0.055
C 1.42647 1.80459 2.30249 -0.153
C 2.44373 1.57578 1.49490 -0.094
C 2.24069 2.39204 0.18613 -0.098
C 1.16754 3.18984 0.34935 -0.068
H 0.01162 3.24150 2.08945 0.013
H 1.19962 1.57458 3.45640 0.179
H 3.19229 0.82530 2.02810 0.149
H 2.74179 2.54984 -0.68032 0.058
H 0.79693 4.03813 -0.18816 0.121
N -1.53568 -1.22958 0.94927 -0.114
C -1.18454 -2.50280 0.55189 -0.168
C 0.06973 -2.72901 1.02327 -0.082
C 0.26779 -1.67383 2.21585 -0.033
C -0.83466 -0.79537 2.09386 -0.162
H -2.53568 -0.87356 0.43314 0.126
H -1.62775 -3.00120 -0.47705 0.176
H 0.72591 -3.52581 0.82021 0.064
H 1.10725 -1.53518 2.95435 0.099
H -1.30458 0.05712 2.71340 0.142
N 2.05489 -0.29830 -2.49466 -0.031
C 3.01872 -0.50218 -1.66073 -0.225
C 2.85441 -1.68610 -1.09839 -0.085
C 1.73259 -2.32618 -1.72702 -0.084
C 1.28631 -1.48791 -2.67189 -0.086
H 2.12026 0.52992 -3.13635 0.195
H 3.89404 0.15285 -1.33685 0.165
H 3.44969 -2.06895 -0.36629 0.082
H 1.44153 -3.36440 -1.51199 0.118
H 0.58942 -1.43655 -3.45763 0.109

No. 5
98
Properties=species:S:1:pos:R:3:lowdin_charge:R:1 method="wB97M-V/def2-TZVPD" lumo_energy_ev="0.17 / -0.30" spin_multiplicity=4 homo_ev="-5.75 / -5.80" total_energy_ha=-2057.1220 gap_ha="0.2177 / 0.2021"
Re 1.49130 -0.49455 0.92687 1.319
C -0.03154 -1.88138 -3.94505 -0.043
C 0.87459 -1.96827 -2.71434 -0.365
C 2.33609 -2.12296 -3.13286 -0.056
C 0.44900 -3.09501 -1.79117 -0.132
C 0.47916 -4.40038 -2.26870 -0.037
C 0.09050 -5.46190 -1.47313 -0.075
C -0.32738 -5.21585 -0.17735 -0.046
C -0.36493 -3.92746 0.35029 -0.152
C -0.82916 -3.78883 1.78935 -0.360
C -1.90027 -2.72401 2.03050 -0.055
C 0.36444 -3.65588 2.73645 -0.064
C 0.02683 -2.86328 -0.47399 -0.174
N -0.03491 -1.50461 -0.03358 -0.085
C -1.05690 -0.76957 -0.49435 -0.193
C -0.95655 0.65208 -0.49992 -0.201
N 0.11112 1.24204 -0.00706 0.051
C 0.23934 2.62779 -0.30234 -0.166
C 0.79261 2.99647 -1.53847 -0.133
C 0.82898 4.34233 -1.88818 -0.041
C 0.35159 5.31712 -1.03194 -0.078
C -0.14752 4.94138 0.20356 -0.047
C -0.21284 3.60760 0.59176 -0.158
C -0.73420 3.30366 1.97907 -0.346
C 0.44312 2.92402 2.87782 -0.047
C -1.86459 2.27798 2.05026 -0.047
C 1.34750 1.96912 -2.50641 -0.373
C 0.47395 1.83087 -3.75370 -0.042
C 2.78697 2.30596 -2.89781 -0.069
C -2.17116 1.18533 -1.16544 -0.081
C -2.64698 2.42605 -1.49531 0.002
C -3.89209 2.51652 -2.17252 -0.059
C -4.62911 1.41185 -2.51123 -0.022
C -4.15497 0.11438 -2.18494 -0.159
C -4.78630 -1.12538 -2.47322 -0.024
C -4.18817 -2.30053 -2.09695 -0.062
C -2.94011 -2.34341 -1.42417 -0.003
C -2.30994 -1.16028 -1.13437 -0.085
C -2.93999 0.05175 -1.51940 -0.084
H 0.26960 -1.04781 -4.58040 0.061
H -1.07411 -1.73692 -3.66705 0.075
H 0.03414 -2.79202 -4.54264 0.076
H 0.79663 -1.02971 -2.16231 0.093
H 2.48819 -3.03183 -3.71654 0.075
H 2.98798 -2.16064 -2.26035 0.059
H 2.64031 -1.27725 -3.75143 0.074
H 0.80701 -4.58402 -3.28413 0.109
H 0.10946 -6.47248 -1.85814 0.100
H -0.63911 -6.04161 0.45086 0.109
H -1.29939 -4.75065 2.02344 0.122
H -1.50348 -1.71331 1.97675 0.045
H -2.32564 -2.86154 3.02710 0.080
H -2.71134 -2.81620 1.30611 0.073
H 1.00430 -2.81579 2.45343 0.029
H 0.98001 -4.55567 2.70336 0.080
H 0.02701 -3.50315 3.76414 0.075
H 1.23478 4.62747 -2.85035 0.108
H 0.37236 6.35986 -1.31907 0.100
H -0.51356 5.69813 0.88691 0.109
H -1.14024 4.24959 2.35391 0.125
H 0.99461 2.10092 2.42495 0.046
H 0.09773 2.62826 3.87178 0.070
H 1.13019 3.76388 2.99031 0.089
H -1.50413 1.26170 1.89781 0.054
H -2.63598 2.48748 1.30773 0.078
H -2.33081 2.32386 3.03720 0.080
H 1.36093 1.00560 -1.99316 0.083
H 0.40318 2.78082 -4.28742 0.081
H -0.53712 1.51168 -3.50195 0.076
H 0.90462 1.09755 -4.43710 0.066
H 2.83608 3.22293 -3.48697 0.072
H 3.21150 1.50208 -3.50064 0.075
H 3.41564 2.44256 -2.01789 0.077
H -2.10090 3.33167 -1.26849 0.106
H -4.26293 3.49946 -2.43258 0.102
H -5.57224 1.52417 -3.03098 0.109
H -5.73712 -1.13773 -2.99052 0.108
H -4.67827 -3.23849 -2.32437 0.102
H -2.50539 -3.30122 -1.16920 0.108
C 2.98067 -0.43804 -0.21515 -0.329
H 3.12653 0.36019 -0.95168 -0.038
H 3.78449 -1.18372 -0.23461 -0.026
C 0.03871 0.22954 5.66786 0.011
N 1.26203 0.33492 4.88518 -0.037
C 2.45161 0.73864 5.42077 -0.038
C 3.56265 0.85588 4.65637 0.007
C 3.46382 0.54859 3.26850 -0.352
N 2.28643 0.17336 2.76076 -0.032
C 1.18095 0.06407 3.55194 -0.573
O 0.13733 -0.28379 2.99356 -0.032
N 4.50921 0.60067 2.42921 0.178
H 0.29721 0.26961 6.72260 0.094
H -0.45192 -0.71436 5.43829 0.100
H -0.63899 1.04532 5.41682 0.093
H 2.44395 0.95106 6.47897 0.129
H 4.49922 1.16739 5.09029 0.111
H 5.36741 1.04184 2.70448 0.111
H 4.29667 0.44646 1.44560 0.056

No. 6
74
Properties=species:S:1:pos:R:3:lowdin_charge:R:1 method="wB97M-V/def2-TZVPD" lumo_energy_ev=-3.24 homo_ev=-6.24 total_energy_ha=-1865.1475 gap_ha=0.1103
C 2.88416 -5.02161 3.46696 -0.044
C 2.46941 -3.63319 3.47245 -0.362
C 2.70055 -2.63584 4.38086 -0.040
C 2.01966 -1.47982 3.88568 -0.037
C 1.42095 -1.82734 2.69974 -0.119
B 0.70206 -0.83900 1.63807 -0.853
C -0.89903 -1.27472 1.78611 -0.064
C -1.83994 -0.44713 2.38172 -0.028
C -3.16153 -0.89078 2.56898 -0.017
C -3.53512 -2.13508 2.08958 -0.157
C -4.95081 -2.62997 2.29407 -0.520
F -5.54421 -2.96098 1.10226 0.098
F -4.98841 -3.75736 3.07280 0.111
F -5.75164 -1.70531 2.90082 0.104
C -2.62089 -2.95889 1.43678 -0.031
C -1.30228 -2.50657 1.27890 -0.047
O 1.18135 0.44490 2.12874 0.047
C 1.81091 1.06913 1.01657 -0.468
C 0.75419 1.98912 0.46050 -0.016
C 3.01204 1.90817 1.41233 -0.010
C 2.17058 -0.17782 0.04596 -0.450
C 2.10450 0.07997 -1.44984 -0.008
C 3.52200 -0.80280 0.39650 -0.009
O 1.13216 -1.12249 0.30835 0.061
O 1.69887 -3.14956 2.44694 0.059
H 3.62294 -5.13976 4.26957 0.085
H 2.03802 -5.68741 3.67139 0.082
H 3.34038 -5.31984 2.51764 0.081
H 3.28377 -2.70102 5.29398 0.100
H 2.00339 -0.50627 4.37461 0.109
H -1.56192 0.54707 2.72490 0.112
H -3.88301 -0.26165 3.08457 0.112
H -2.92250 -3.93122 1.05009 0.121
H -0.59839 -3.13391 0.73564 0.125
H 1.12037 2.67778 -0.31018 0.089
H -0.02961 1.36435 0.02870 0.050
H 0.26502 2.56402 1.25867 0.113
H 3.41822 2.38329 0.50715 0.088
H 2.71749 2.70465 2.10807 0.092
H 3.79598 1.30608 1.87998 0.083
H 2.65029 0.98389 -1.73743 0.088
H 2.55959 -0.76922 -1.97249 0.093
H 1.06486 0.15830 -1.78814 0.054
H 4.33786 -0.21260 -0.04371 0.088
H 3.68475 -0.87355 1.47892 0.092
H 3.57677 -1.81975 -0.01112 0.100
C 1.42916 6.36317 -3.17090 -0.044
O 0.08918 6.06031 -2.72723 -0.072
C -0.28998 4.77026 -2.51422 -0.233
C -1.35714 4.56815 -1.60180 0.023
C -1.70862 3.29337 -1.23137 0.002
C -1.14468 2.14707 -1.87705 -0.222
C -1.52101 0.81945 -1.44126 0.136
C -1.80076 -0.25129 -2.34276 -0.164
C -2.35199 -1.46706 -1.83850 0.041
C -2.90781 -2.41591 -2.67927 -0.032
C -2.85078 -2.24013 -4.07229 -0.024
C -2.16092 -1.14121 -4.59623 -0.051
C -1.62063 -0.17971 -3.75201 0.010
C -0.11839 2.37944 -2.83788 -0.029
C 0.35741 3.65472 -3.09528 0.015
H 1.49022 7.44817 -3.06539 0.097
H 2.19822 5.88559 -2.54506 0.105
H 1.57500 6.07178 -4.22070 0.094
H -1.83374 5.45104 -1.17221 0.132
H -2.44417 3.14845 -0.43231 0.137
H -1.90835 0.69848 -0.42298 0.142
H -2.32900 -1.62702 -0.75858 0.103
H -3.38747 -3.29892 -2.25418 0.120
H -3.32635 -2.96135 -4.73742 0.118
H -2.05186 -1.02921 -5.67662 0.115
H -1.08382 0.65311 -4.18982 0.099
H 0.35267 1.53967 -3.35347 0.108
H 1.23183 3.79128 -3.73584 0.120